[1]
59
Properties=species:S:1:pos:R:3:forces:R:3:lowdin_charge:R:1 method="wB97M-V/def2-TZVPD" orbital_gap_ev=8.450 lumo_energy_ev=-0.27 smiles="COCCCn1cc(C(=O)c2cc(OC)ccc2OCC(=O)Nc2cc(C)on2)cc(C#N)c1=O"
H -0.56664 5.12829 -3.42007 -0.01 0.08 -0.07 0.089
H 0.98317 -3.13190 -3.22228 0.07 0.06 0.11 0.148
C -3.07500 3.93908 2.24150 0.02 -0.19 0.18 -0.247
O 0.89179 3.00177 -0.06585 0.17 0.05 0.06 0.092
H -3.97227 3.62095 1.68568 0.03 0.03 0.06 0.128
C -0.98626 0.22920 0.93407 0.20 -0.59 0.05 0.035
O -1.63308 -2.29959 1.88046 0.05 -0.12 -0.02 0.109
C -1.66285 2.52581 0.72388 -0.37 0.62 0.19 -0.140
H 1.99272 -4.81417 -1.57259 0.02 0.00 -0.10 0.114
C -0.09311 -0.81888 0.90817 -0.23 0.39 0.11 -0.115
C -3.47675 6.18089 1.67944 -0.10 0.06 0.01 -0.112
C 1.26081 -1.01282 -2.94998 -0.15 -0.41 0.27 -0.434
H -3.36957 4.11124 3.28931 -0.01 -0.03 -0.13 0.127
H -2.01744 0.03716 1.19840 -0.05 0.06 0.02 0.154
H -0.55956 -0.88616 -2.03440 0.16 0.03 0.04 0.151
C 0.33923 4.57157 -3.19408 -0.13 -0.06 0.21 0.010
H 2.42184 -6.43896 0.16190 0.05 -0.09 0.02 0.108
C 0.27468 -3.33063 0.94455 0.06 -0.41 -0.21 -0.074
H -1.10930 3.21936 2.68233 0.03 -0.06 0.07 0.130
C 1.24501 -0.52515 0.57156 -0.19 0.44 -0.03 0.058
C 0.47991 -4.29427 1.91715 0.14 -0.05 -0.10 0.082
C 1.26596 -5.41879 1.66842 -0.03 0.15 -0.19 -0.264
C 1.81601 -5.58019 0.40211 -0.02 -0.17 0.34 0.000
O 2.13561 -0.54011 -3.63077 0.20 0.00 -0.12 0.103
C 0.81926 -3.51181 -0.33789 -0.01 -0.18 0.25 -0.220
H 0.03772 -4.16828 2.89248 -0.08 0.02 0.12 0.138
N -0.65442 1.48550 0.64248 0.27 -0.16 0.12 0.018
H 2.37226 -2.67144 -2.20517 -0.12 0.08 -0.01 0.142
H 1.05782 4.67704 -4.00091 0.01 0.03 -0.05 0.090
N -1.23437 1.48885 -2.22914 -0.06 -1.26 0.06 0.111
C 1.57979 -4.64188 -0.59106 -0.10 0.35 -0.21 0.003
O 1.42480 -6.27780 2.70756 -0.17 0.23 0.07 -0.078
C 0.74028 2.00113 -3.18647 -0.36 0.36 0.05 0.063
H 1.99676 -1.30102 0.59106 0.07 -0.05 -0.05 0.144
H 1.75474 -8.08060 1.73105 0.02 0.03 0.01 0.097
C 2.18904 -7.44344 2.50789 0.11 -0.17 -0.02 -0.085
H -4.36556 5.93303 1.08529 0.02 0.03 0.01 0.090
C -2.00494 2.85520 2.17704 -0.16 0.31 -0.27 -0.129
C 0.64326 1.85425 0.23915 -0.02 0.03 -0.02 -0.379
H -2.55024 2.19629 0.17946 0.09 -0.01 -0.04 0.135
C 1.32232 -2.45220 -2.42765 0.33 0.00 -0.33 -0.078
O -1.15885 2.83192 -2.41909 0.23 0.71 -0.19 -0.001
N 0.13086 -0.36738 -2.56147 -0.59 -0.04 0.11 0.176
O 0.50683 -2.56661 -1.28073 -0.06 -0.20 0.10 -0.069
O -2.55648 5.12249 1.68457 0.24 -0.21 -0.05 -0.188
C -0.10680 0.98550 -2.68227 -0.21 0.97 -0.13 -0.303
H -2.96795 7.03261 1.23370 -0.09 0.05 0.01 0.090
C 0.02081 3.14355 -2.97694 0.46 -0.70 -0.20 -0.311
H -1.25808 3.41758 0.24170 -0.13 -0.27 -0.01 0.121
H 1.71494 1.87857 -3.60397 0.22 0.06 -0.10 0.114
H -2.36695 1.96646 2.69768 0.00 -0.01 0.06 0.117
C 1.59575 0.75320 0.23584 -0.50 -0.39 0.25 -0.123
H 2.16975 -7.97279 3.45888 0.03 0.00 -0.09 0.095
H 0.77515 4.97398 -2.27953 0.02 0.07 0.03 0.092
C -0.58270 -2.16197 1.28602 -0.10 0.34 0.01 -0.308
N 4.01413 1.26310 -0.42413 0.41 0.07 -0.12 0.182
H 3.22550 -7.20531 2.24821 -0.04 0.00 -0.01 0.096
C 2.92696 1.05122 -0.13016 0.33 0.15 -0.08 -0.182
H -3.79628 6.43738 2.69758 0.01 0.01 -0.04 0.089

[2]
16
Properties=species:S:1:pos:R:3:forces:R:3:lowdin_charge:R:1 method="wB97M-V/def2-TZVPD" orbital_gap_ev=8.306 lumo_energy_ev=0.49 smiles="CC(C(=O)O)=C(N)N"
C -1.40306 -0.98537 0.74626 1.69 -0.87 -1.35 -0.503
H -1.79657 1.21175 -0.79615 0.88 0.33 -0.19 0.114
O -2.29199 -0.06082 1.16464 -0.12 0.90 0.44 0.079
C -0.04356 -0.51475 0.30459 -1.89 2.04 -0.56 -0.190
H 1.60700 1.72792 -1.33785 0.13 0.53 -0.86 0.084
H 1.55193 -1.44518 -0.70054 -0.20 -0.34 -0.43 0.079
N -0.83482 1.55961 -0.73173 -0.67 1.05 -0.54 0.113
H -0.57636 2.42427 -1.24249 -0.50 -1.15 0.76 0.120
N 1.41798 1.20984 -0.52007 0.26 -0.57 0.51 0.137
O -1.70317 -2.15967 0.66865 -0.29 0.89 0.52 0.080
H 1.84528 -1.15100 0.89981 0.65 -0.50 1.28 0.063
H -1.83951 0.78637 1.38480 -0.25 -0.88 -0.29 0.121
C 1.05119 -1.47807 0.26824 0.45 -0.73 -0.79 -0.080
H 0.65996 -2.49230 0.42435 0.50 0.35 0.32 0.095
H 2.20035 0.65901 -0.20225 -0.25 0.00 -0.06 0.092
C 0.15533 0.70839 -0.33027 -0.40 -1.04 1.24 -0.404

[3]
13
Properties=species:S:1:pos:R:3:forces:R:3:lowdin_charge:R:1 method="wB97M-V/def2-TZVPD" orbital_gap_ev=8.446 lumo_energy_ev=-0.34
O -0.83954 -1.74928 1.64990 -2.41 0.69 5.83 -0.217
H 2.06654 -0.30839 -1.66411 0.17 -0.26 -0.67 -0.170
C -0.39844 0.11455 0.44304 -2.37 -4.00 1.53 -0.472
N 0.32113 -0.89886 -0.26194 -1.83 0.80 1.12 -0.390
S -0.08355 1.43612 -2.47713 1.98 -2.55 0.27 0.702
N -0.10673 2.05093 -0.94419 -1.66 1.56 -0.76 -0.423
H 0.58278 0.08125 -2.20604 -1.97 2.54 -1.11 -0.104
C -0.52396 1.51741 0.10854 1.47 0.26 2.66 -0.270
H -0.69526 2.08830 1.09494 0.03 -0.25 -1.85 0.146
S 1.88138 -0.31986 -0.35778 2.23 -0.60 1.07 0.792
H -1.18076 -1.92805 2.81397 1.59 0.91 -5.63 0.272
H 0.07831 -1.77204 0.31689 1.43 1.08 -1.40 0.088
N -1.10192 -0.31208 1.48390 1.34 -0.20 -1.06 0.046

[4]
8
Properties=species:S:1:pos:R:3:forces:R:3:lowdin_charge:R:1 method="wB97M-V/def2-TZVPD" orbital_gap_ev=11.528 lumo_energy_ev=0.55 smiles=FC(F)C(Cl)Cl
F -1.69945 0.17013 0.31235 0.34 1.07 1.75 0.007
C 0.33682 -0.33317 -0.44762 -1.51 0.35 -3.84 -1.029
Cl 1.86509 0.56075 -0.71893 0.19 -0.97 -0.09 0.593
H -0.33755 -0.26106 -1.45409 1.81 0.97 2.52 0.103
C -0.38937 0.49259 0.64180 0.55 -3.45 -1.42 -0.407
H -0.08111 1.51934 0.32135 -0.90 -0.32 1.64 0.134
F -0.01676 -0.01599 1.90092 -1.13 1.71 -1.81 0.025
Cl 0.32234 -2.13259 -0.55579 0.66 0.64 1.25 0.574

[5]
85
Properties=species:S:1:pos:R:3:forces:R:3:mulliken_spin:R:1 method="wB97M-V/def2-TZVPD" orbital_gap_ev="4.321 / 7.640" spin_multiplicity=3 lumo_energy_ev="0.48 / 0.58"
H 4.87698 1.36820 2.35237 0.02 -0.01 0.02 -0.009
H 0.70658 3.22073 -9.12019 0.00 0.01 0.01 0.000
N 3.11304 2.04762 -1.90500 -0.31 0.10 0.06 -0.054
H 0.10680 -2.84718 -2.36772 0.05 0.03 0.04 -0.003
N -0.99633 1.59257 -1.62861 -0.25 1.99 -1.53 -0.017
H 4.39741 3.33167 -2.91415 -0.04 -0.03 -0.03 0.004
C -4.53883 -2.64546 2.25156 0.07 0.10 -0.09 0.011
C -3.30802 -1.02135 0.93499 0.20 0.19 -0.14 0.003
C 2.78539 -1.05278 2.67448 -0.07 -0.06 0.05 0.026
H 3.66670 1.03401 -3.71143 -0.03 0.04 -0.01 0.011
C -1.41772 2.85112 -1.28010 0.02 -1.09 -0.09 0.089
C 0.39063 3.38275 -8.08849 -0.05 -0.08 0.08 0.000
C -0.45793 2.51247 -3.80537 -0.11 0.97 -0.10 -0.064
H -2.79992 1.71523 -6.59539 0.02 -0.05 0.07 0.000
S -3.15207 0.18720 -0.23661 -0.29 -0.02 -0.02 0.023
N 0.06288 3.73300 1.90931 -0.14 0.10 -0.29 0.032
P 2.29052 2.37844 0.79196 -0.32 -0.04 0.01 0.300
H -2.45340 -1.33692 -3.01326 -0.04 -0.02 -0.01 0.001
H -2.52938 2.32276 -4.96647 -0.02 -0.05 0.00 0.004
C 0.72756 5.00290 2.06608 0.11 -0.08 0.15 0.036
C -2.18584 -2.40523 2.51360 0.07 -0.08 0.13 0.010
C -0.80506 -2.32316 -2.04662 -0.28 -0.27 0.00 0.008
C -3.34538 -3.03160 2.87298 -0.09 -0.05 0.01 -0.004
H 1.67223 -0.66957 -2.91392 -0.05 0.01 0.02 -0.008
N -0.86216 2.34766 -6.20707 -0.02 -0.03 0.09 -0.001
C -1.13624 3.35959 2.46736 -0.03 -0.04 0.12 0.031
H -1.02348 -3.39739 -0.18545 -0.02 -0.02 0.00 0.001
C -2.82637 3.86066 -6.44286 0.05 -0.14 0.04 -0.003
N 3.10617 0.26162 2.42988 -0.05 0.03 -0.02 0.047
H -2.27362 1.50275 2.20944 0.01 -0.04 -0.08 0.004
O -0.43633 -1.15979 -1.37412 -0.11 -2.68 -2.79 0.008
C -0.37294 2.16742 -7.56998 0.18 0.10 -0.06 0.000
C 4.12276 1.04920 3.07581 0.00 0.03 -0.05 0.045
C -1.27669 3.95083 -2.09121 0.11 0.34 -0.61 -0.037
H 1.23413 -2.29641 1.73752 -0.02 0.03 0.00 0.008
H 1.51396 4.94609 2.82438 0.00 -0.01 -0.02 -0.012
H 4.59722 0.45642 3.85370 0.00 -0.02 0.00 0.004
H -5.40949 -1.33090 0.80011 0.02 0.02 -0.03 0.000
Ti -0.31860 0.15266 -0.25816 0.20 0.95 1.82 0.764
C 0.04296 2.25682 -5.19630 0.17 -0.10 -0.28 -0.013
C 2.14734 1.81793 -0.96826 0.32 -0.41 -0.01 0.054
H -1.03643 -1.53586 -4.06786 0.01 0.03 -0.02 0.000
H -1.23527 1.96072 -8.20439 -0.03 -0.03 0.03 0.000
C 3.04000 1.05228 -2.83731 0.13 -0.09 -0.05 0.044
H 3.49619 4.06864 -1.58267 0.00 0.00 -0.02 0.003
H -1.74408 -4.22119 -1.58510 -0.03 -0.04 0.01 0.000
H -3.32334 -3.80710 3.62387 0.04 0.01 0.01 0.000
N 1.48224 0.70757 -1.28752 0.65 0.73 -0.49 -0.002
H -0.23088 4.27827 -8.04945 0.00 0.01 -0.03 0.000
H -3.89886 3.91926 -6.25247 0.01 0.02 -0.03 -0.001
H -0.59111 4.67091 -4.02579 -0.03 0.01 -0.01 0.014
N -0.42207 1.71515 1.14127 0.10 1.27 0.32 0.053
H -2.33120 4.65043 -5.87793 -0.01 0.04 -0.01 0.001
O 1.22228 2.00063 -5.41225 -0.18 0.07 0.11 -0.004
H -2.65744 4.03365 -7.50712 0.00 0.03 0.02 0.000
C 4.01941 3.17233 -1.90726 0.21 0.04 0.06 0.033
H 1.27535 3.54225 -7.47461 0.01 0.03 -0.02 0.000
C 0.48239 2.71323 1.09461 0.15 0.03 0.35 0.120
C -1.41487 2.11492 1.99618 -0.06 0.06 0.17 0.005
H -2.05726 -2.93081 -3.69894 -0.02 0.01 -0.05 0.000
C 1.76135 -1.36273 1.83440 0.03 -0.05 0.06 -0.002
H -1.67878 4.00001 3.14163 0.01 0.01 -0.01 0.015
C -0.59889 1.46607 -2.93241 -0.35 -0.24 0.93 0.081
H 0.28553 1.29706 -7.58762 -0.05 -0.01 -0.01 0.000
H 1.18058 5.29771 1.12118 -0.01 0.03 0.00 -0.002
H -1.22262 -2.62815 2.94770 0.03 0.06 -0.06 -0.002
H 3.30207 -1.63295 3.41956 0.00 -0.01 -0.02 0.008
H 4.85994 2.99753 -1.23171 -0.03 -0.01 -0.02 -0.014
H 0.00375 5.75766 2.36507 -0.02 0.01 -0.01 0.001
N -2.17050 -1.43382 1.57879 -0.17 0.11 -0.06 -0.002
H 3.68275 1.94354 3.52371 0.00 -0.01 0.02 -0.003
C -4.50925 -1.65730 1.29915 -0.08 -0.24 0.22 -0.011
H -1.60523 4.91600 -1.72580 0.02 -0.03 0.01 -0.002
H -5.47245 -3.12014 2.52206 -0.01 0.01 -0.02 0.001
O -1.00880 -0.86290 1.30926 -0.72 -1.03 1.28 -0.019
C 2.03647 0.22409 -2.43666 0.07 -0.10 -0.07 -0.006
C -1.58244 -3.25229 -1.11158 0.15 0.17 -0.07 0.002
C 2.27796 0.70876 1.43312 0.43 -0.05 -0.08 0.140
C -1.63963 -2.00945 -3.29151 0.15 0.07 0.22 0.004
H -1.91953 2.94421 -0.32690 0.20 -0.06 0.09 0.023
N 1.44394 -0.27753 1.06198 0.25 0.22 0.41 0.060
H -2.54886 -2.80221 -0.87836 -0.01 -0.05 0.02 0.001
H -0.38362 0.46157 -3.26063 0.05 -0.04 0.09 0.033
C -0.74589 3.82004 -3.37592 -0.06 -0.76 0.34 0.127
C -2.29794 2.49442 -6.01441 -0.09 0.17 -0.05 0.003

[6]
22
Properties=species:S:1:pos:R:3:forces:R:3:lowdin_charge:R:1 method="wB97M-V/def2-TZVPD" orbital_gap_ev=10.100 lumo_energy_ev=0.38 smiles="NC(N)=O.NC(N)=O.O.O"
N 0.88908 2.18436 -1.58231 0.94 -0.60 -4.36 0.151
O -0.58907 2.58411 -0.04244 -5.72 1.81 2.43 0.124
N -3.20470 -2.08883 -0.44675 -1.00 -0.30 0.98 0.156
H 0.07443 -1.12500 1.32573 -0.35 -0.02 -0.11 0.038
C -2.11243 -1.56797 -1.02403 1.23 2.48 0.31 -0.731
O -1.56829 -0.51887 -0.70505 -0.31 -0.14 0.48 0.033
O 2.90150 -0.03417 3.26501 0.78 0.11 0.33 -0.073
H 2.51338 0.83246 3.38565 -0.16 0.09 0.04 0.018
H 0.34465 2.54806 -2.35134 -0.18 -0.36 0.39 0.113
H 2.38306 1.73759 0.09038 -0.30 0.36 -0.03 0.117
H 1.87237 2.04921 -1.76935 -0.41 0.25 -0.24 0.092
H 1.57617 2.71588 1.21124 -0.08 -0.59 0.32 0.133
H 2.22204 -0.54176 2.82125 -0.50 -0.12 -0.28 -0.022
C 0.48903 2.28479 -0.31730 0.61 0.12 -4.68 -0.861
H -3.29796 -3.09271 -0.50692 -0.46 0.32 0.38 0.100
N 1.49600 2.08150 0.42942 5.25 -0.77 6.05 0.154
H -0.75259 -2.14976 -2.40730 -0.19 0.24 0.21 0.115
H 1.19481 -0.27771 0.76116 -0.06 0.29 -0.17 0.029
H -2.00594 -3.22196 -2.00975 0.28 -0.11 -0.76 0.094
O 0.79640 -0.55327 1.58673 0.08 -0.42 0.28 -0.048
H -3.51911 -1.58457 0.36993 -0.05 -0.41 -0.02 0.117
N -1.70293 -2.26135 -2.08404 0.61 -2.23 -1.54 0.150

What did we get for calculated total energy? Answer: -1674.62239, -417.21320, -1114.88504, -1197.47600, -3474.73367, -603.41287 Eh, in the order shown.
What did we get for ΔE to the lowest compared entry with this formula, charge and spin? Answer: 0.0, 112.2, 550.1, 120.1, 138.1, 162.7 kJ/mol, in the order shown.